Record 1
Density functional theory data (the ωB97M-V functional and the def2-TZVPD basis) for a structure of composition C42H38Cl2N9O2S4Ti in a non-equilibrium geometry.

The geometry in XYZ format:
```
98
Properties=species:S:1:pos:R:3:forces:R:3
Ti 1.142 -0.754 0.335 0.4650 -0.8329 -1.4036
C -1.099 -4.536 0.976 -0.1490 -0.0155 0.0715
C -0.138 -3.675 0.533 0.0730 0.0452 -0.2170
N -0.084 -2.387 0.924 -0.2717 -0.2681 0.3321
C -1.021 -2.001 1.830 -0.0444 0.1375 0.2010
C -2.005 -2.911 2.259 -0.1400 -0.0656 -0.0484
N -2.063 -4.152 1.846 0.0880 0.0207 -0.0066
C -0.857 -0.681 2.372 0.2331 -0.2526 -0.1238
C -1.753 0.002 3.184 -0.0668 0.1236 0.1228
C -1.447 1.269 3.636 -0.0216 0.0951 0.1283
C -0.197 1.834 3.266 -0.2383 0.2515 0.1538
C 0.628 1.155 2.427 0.0697 -0.3111 -0.1727
N 0.315 -0.097 1.976 -0.4509 0.4581 0.3781
C 1.889 1.652 1.858 -0.3098 0.0865 0.3104
C 2.646 2.670 2.440 -0.0129 0.1255 -0.0189
N 3.822 3.042 1.968 -0.0810 -0.0304 -0.0185
C 4.259 2.392 0.888 -0.0273 0.0763 0.0722
C 3.523 1.387 0.299 -0.0263 -0.0082 -0.3187
N 2.328 1.008 0.767 0.7163 0.4767 0.5749
C -2.408 2.041 4.461 0.2119 -0.0937 -0.1190
C -3.182 1.429 5.439 -0.0107 -0.0879 0.0214
C -4.054 2.201 6.190 -0.0390 0.1718 -0.0130
N -4.208 3.515 6.026 0.1261 -0.1041 -0.1265
C -3.471 4.094 5.077 -0.1045 -0.0641 0.1228
C -2.565 3.410 4.282 0.0309 0.0791 -0.0513
H -1.115 -5.564 0.638 -0.0399 0.0098 0.0091
H 0.626 -4.012 -0.151 0.0182 0.0611 -0.0309
H -2.756 -2.592 2.973 0.0036 -0.0164 0.0008
H -2.718 -0.432 3.413 0.0373 -0.0139 0.0243
H 0.076 2.818 3.626 -0.0512 -0.0239 -0.0363
H 2.280 3.177 3.325 0.0477 -0.0162 -0.0177
H 5.226 2.672 0.490 -0.0315 0.0052 0.0125
H 3.894 0.878 -0.578 -0.0131 -0.0399 -0.0238
H -3.094 0.367 5.635 0.0031 0.0335 0.0208
H -4.655 1.743 6.968 -0.0030 0.0086 -0.0086
H -3.616 5.160 4.942 0.0011 -0.0068 0.0139
H -2.013 3.939 3.514 -0.0213 -0.0069 0.0291
C 1.302 -0.140 -3.909 -0.1211 -0.2274 0.0844
C 0.624 -1.460 -4.304 0.1258 0.0747 0.0364
S -0.066 -2.456 -2.952 -0.1464 0.1824 0.1310
C 0.672 -4.068 -3.247 0.1504 0.0207 0.0577
C 2.160 -4.236 -2.886 -0.0390 0.0864 -0.0246
S 2.753 -3.310 -1.433 0.1200 -0.2470 0.0307
C 4.135 -2.402 -2.173 -0.2008 0.0561 -0.0532
C 3.720 -1.384 -3.234 0.0763 -0.0417 0.1164
S 2.526 -0.194 -2.587 0.0946 0.0006 0.1109
H 0.569 0.576 -3.546 -0.0242 0.0126 -0.0069
H 1.780 0.291 -4.789 -0.0668 0.0286 -0.0421
H 1.315 -2.097 -4.858 -0.0203 0.0208 -0.0221
H -0.196 -1.217 -4.979 0.0503 0.0224 -0.1005
H 0.531 -4.340 -4.294 -0.0213 -0.0992 0.0154
H 0.053 -4.747 -2.660 0.0357 -0.0062 0.0214
H 2.784 -3.936 -3.727 -0.0054 -0.0236 -0.0145
H 2.362 -5.290 -2.698 -0.0020 -0.0368 -0.0979
H 4.837 -3.123 -2.593 0.0773 0.0401 -0.0124
H 4.623 -1.907 -1.333 0.0220 -0.0192 0.0193
H 3.268 -1.890 -4.085 0.0282 0.0029 -0.0570
H 4.596 -0.847 -3.597 0.0552 -0.0766 -0.0262
S 3.365 -1.671 1.441 0.3279 0.0427 0.0778
C 3.364 -3.169 2.214 -0.6167 -0.3849 -0.1206
N 4.492 -3.544 2.883 0.1265 0.2720 -0.0533
C 4.589 -4.679 3.598 0.1479 -0.1323 0.1147
C 3.530 -5.525 3.643 0.0039 -0.0779 0.0516
C 2.402 -5.136 2.904 -0.1564 -0.0446 -0.0474
N 2.308 -4.019 2.221 0.3399 0.3093 0.0031
H 5.268 -2.895 2.842 0.0110 -0.0308 0.0338
H 5.527 -4.854 4.106 0.0031 0.0204 -0.0183
H 3.563 -6.442 4.210 -0.0087 0.0118 -0.0278
H 1.527 -5.781 2.872 0.0160 0.0314 0.0081
Cl -3.006 3.697 -4.356 -0.0520 0.0425 0.0233
C -1.602 4.079 -3.408 0.0063 0.0504 -0.1401
C -0.510 4.580 -4.099 0.0569 0.0119 -0.0340
C 0.648 4.947 -3.437 -0.0132 -0.0145 -0.0194
C 0.700 4.806 -2.061 -0.0232 -0.0389 0.0580
C -0.390 4.294 -1.383 0.0728 0.0106 0.0302
Cl -0.259 4.140 0.355 -0.0269 0.0090 -0.0381
C -1.590 3.912 -2.014 -0.0618 0.0491 0.2560
N -2.657 3.474 -1.255 -0.0906 0.1194 -0.2340
C -3.640 2.514 -1.671 0.1151 0.1757 0.0737
C -4.981 2.844 -1.566 -0.0970 0.0500 0.0425
C -5.963 1.940 -1.948 0.0815 -0.0197 0.0012
C -5.594 0.697 -2.446 0.0660 0.0688 0.0254
C -4.248 0.367 -2.534 -0.0293 -0.0226 0.0317
C -3.260 1.263 -2.139 -0.0261 -0.2024 -0.1359
C -1.813 0.879 -2.229 -0.0777 -0.1815 -0.0930
C -1.154 0.693 -0.881 0.4437 -0.3688 -0.3154
O -1.644 1.088 0.144 0.0751 -0.0006 0.3956
O 0.021 0.042 -0.961 -0.8352 0.6545 0.0504
H -0.596 4.698 -5.172 0.0053 -0.0239 0.0274
H 1.490 5.350 -3.983 -0.0365 -0.0143 0.0226
H 1.581 5.092 -1.501 -0.0252 -0.0090 -0.0089
H -2.455 3.435 -0.268 0.0149 -0.0695 0.0221
H -5.242 3.830 -1.202 -0.0135 -0.0214 -0.0134
H -7.008 2.212 -1.871 0.0395 -0.0066 0.0004
H -6.348 -0.012 -2.764 0.0205 0.0172 0.0224
H -3.955 -0.610 -2.905 -0.0108 0.0420 -0.0129
H -1.245 1.639 -2.773 0.0880 -0.1179 -0.0120
H -1.703 -0.061 -2.774 -0.0203 0.0148 -0.0590
```
Forces are in eV/Å.

Output
* ⟨S²⟩: 2.0308
* LUMO energy (spin up / spin down): -0.122 / -0.122 Eh
* ΔE to the lowest compared entry with this formula, charge and spin: 18.9 kcal per mole
* strongest force on any atom: 0.03300 Eh/bohr
* 2S+1: 3
* charge: +1

=====

Record 2
Density functional theory data (the ωB97M-V functional and the def2-TZVPD basis) for a structure of composition C42H38N5O8ReS2Si in a non-equilibrium geometry.

The geometry in XYZ format:
```
97
Properties=species:S:1:pos:R:3:forces:R:3
Re -0.461 -0.705 0.892 1.8442 0.1278 0.2509
O -0.639 -1.092 2.978 0.0332 -0.3410 -2.8378
C -1.576 -0.868 3.830 -1.7459 0.3109 0.7450
C -1.263 -0.813 5.213 0.2187 0.0144 -0.4074
C -2.223 -0.586 6.163 -0.2192 0.0416 -0.0906
C -3.561 -0.435 5.797 -0.1300 -0.0073 0.1515
C -3.905 -0.487 4.467 0.1668 0.0302 -0.1071
C -2.944 -0.671 3.464 0.6704 -0.0665 0.6359
C -3.336 -0.657 2.079 -0.1371 -0.0055 -0.2542
N -2.548 -0.663 1.002 -0.5250 0.0753 0.6607
C -3.355 -0.631 -0.096 -0.6324 0.0520 -0.4468
C -4.653 -0.594 0.303 0.1893 -0.0272 -0.4043
N -4.631 -0.605 1.669 0.3786 -0.0739 0.1390
H -0.230 -0.944 5.495 0.0311 0.0014 -0.0137
H -1.941 -0.510 7.204 0.0391 -0.0567 0.0541
H -4.320 -0.272 6.548 -0.0482 0.0111 0.0346
H -4.946 -0.365 4.199 -0.0506 0.0623 0.0291
H -2.931 -0.627 -1.080 -0.0886 0.0115 -0.1674
H -5.564 -0.563 -0.255 -0.1364 0.0147 -0.1397
H -5.436 -0.609 2.272 0.1661 -0.0048 -0.0505
O -1.728 3.327 -0.276 -0.1685 -0.3560 -0.2440
C -0.978 4.174 0.444 0.3236 0.2264 0.3318
C -1.111 5.539 0.185 -0.1219 -0.0523 -0.0776
C -0.376 6.465 0.893 -0.0266 -0.0765 -0.0459
C 0.508 6.048 1.882 0.0377 0.0955 0.0745
C 0.649 4.703 2.147 -0.0449 0.0641 -0.0574
C -0.078 3.745 1.438 -0.2983 0.1045 -0.3655
C 0.107 2.310 1.716 1.4741 -0.2822 1.2078
O -0.582 1.457 1.033 -0.9007 -1.7965 -0.6364
N 0.985 2.000 2.642 0.2323 1.4121 0.3518
N 1.085 0.693 2.887 -0.8881 -1.0994 -1.2214
C 1.888 0.085 3.642 0.3672 0.5502 0.2762
S 3.249 0.773 4.566 -0.0953 -0.1357 -0.1765
C 3.787 -0.817 5.301 -0.1796 0.3850 0.0407
C 3.414 -1.935 4.359 -0.4452 0.1620 -0.3570
S 1.685 -1.650 3.828 1.0095 -0.6942 0.6357
H -1.482 2.411 0.004 -0.0966 0.2819 0.0067
H -1.807 5.840 -0.585 -0.0270 0.0205 -0.0547
H -0.488 7.518 0.672 -0.0162 0.0410 -0.0039
H 1.080 6.778 2.438 0.0444 -0.0098 0.0359
H 1.328 4.359 2.910 0.0816 -0.0793 0.0612
H 3.288 -0.931 6.264 0.0684 -0.0232 -0.0016
H 4.864 -0.751 5.446 0.0440 0.0182 0.0170
H 3.444 -2.909 4.846 0.0069 -0.0032 0.0229
H 4.057 -1.957 3.479 0.0570 -0.0124 0.0281
O 6.511 -0.683 0.924 0.7328 0.8104 -0.0356
C 5.880 -1.736 0.940 -1.4060 0.2115 -0.1696
O 6.204 -2.905 1.105 0.3508 -1.1008 0.1741
C 4.318 -1.514 0.756 0.7257 -0.0878 0.1031
C 3.857 -0.220 0.555 -0.5825 0.0054 -0.0586
C 2.499 0.020 0.527 0.6686 0.5043 -0.0215
N 1.604 -0.950 0.701 0.0688 -0.1888 -0.3728
C 2.045 -2.209 0.823 0.0196 -0.7451 0.0244
C 3.391 -2.539 0.857 -0.4875 0.1990 -0.1438
C 0.944 -3.266 0.912 2.3831 -0.4683 0.2723
O 1.241 -4.437 1.053 -0.4355 0.4083 -0.0747
O -0.238 -2.791 0.792 -2.2999 1.9280 -0.2237
H 4.570 0.580 0.444 0.1167 0.0721 0.0461
H 2.121 1.026 0.399 -0.1255 -0.0192 0.0502
H 3.683 -3.573 0.975 0.0860 0.0437 0.0208
C 0.109 -2.756 -4.725 -0.0723 0.3173 0.1224
C -0.047 -2.544 -3.219 -0.1701 0.2771 0.0883
C -1.156 -3.444 -2.674 -0.0058 0.2685 0.0161
C 1.273 -2.939 -2.556 -0.1220 0.3038 0.0954
Si -0.413 -0.702 -2.744 0.2378 -0.3700 -2.5081
O -0.449 -0.478 -1.181 -0.2018 -0.3496 4.6975
C -2.066 -0.021 -3.428 0.4634 -0.3919 0.1542
C -2.479 1.223 -2.959 0.1164 0.0344 0.0525
C -3.669 1.795 -3.367 -0.0638 0.2028 0.0638
C -4.488 1.129 -4.263 -0.0641 -0.0226 -0.0637
C -4.094 -0.106 -4.747 -0.1772 -0.0629 -0.1599
C -2.899 -0.668 -4.331 0.0432 -0.1996 -0.0946
C 0.932 0.386 -3.543 -0.4346 -0.3017 0.4274
C 2.051 0.739 -2.800 -0.0424 -0.0955 0.1719
C 3.035 1.564 -3.312 0.2048 0.0852 0.0253
C 2.918 2.055 -4.601 0.0264 0.0299 -0.0043
C 1.820 1.700 -5.366 -0.0078 0.0527 -0.2111
C 0.839 0.876 -4.841 -0.1535 -0.0720 -0.0641
H 0.336 -3.803 -4.935 0.0238 -0.0984 0.0142
H 0.924 -2.147 -5.113 0.0770 0.0369 -0.1261
H -0.797 -2.494 -5.267 -0.0828 0.0001 -0.1754
H -0.931 -4.495 -2.865 0.0392 -0.1158 -0.0048
H -2.115 -3.211 -3.134 -0.1682 -0.0491 -0.0336
H -1.250 -3.306 -1.599 -0.0811 -0.1190 0.1947
H 1.534 -3.972 -2.790 -0.0054 -0.1125 -0.0391
H 1.190 -2.853 -1.478 0.1123 -0.0438 0.0741
H 2.087 -2.295 -2.888 0.1627 0.0258 -0.0133
H -1.853 1.748 -2.257 0.0977 0.2307 0.1515
H -3.957 2.764 -2.987 -0.0130 0.1028 0.0737
H -5.421 1.568 -4.589 -0.0339 0.0334 -0.0015
H -4.720 -0.635 -5.453 -0.0427 -0.0408 -0.0414
H -2.613 -1.631 -4.723 -0.0273 -0.1444 -0.0598
H 2.141 0.354 -1.798 0.1139 0.0071 0.1126
H 3.890 1.824 -2.705 0.0912 0.0166 0.0644
H 3.677 2.710 -5.006 0.0416 0.0155 -0.0222
H 1.726 2.074 -6.376 -0.0207 0.0229 -0.0693
H -0.016 0.610 -5.445 -0.1378 0.0423 -0.1282
```
Forces are in eV/Å.

Output
* ⟨S²⟩: 0.7558
* LUMO energy (spin up / spin down): 0.011 / 0.029 Eh
* ΔE to the lowest compared entry with this formula, charge and spin: 40.9 kcal per mole
* strongest force on any atom: 0.09169 Eh/bohr
* 2S+1: 2
* charge: -1

=====

> Which of these has the highest strongest force on any atom?

C42H38N5O8ReS2Si

=====

> Which of these has the lowest ΔE to the lowest compared entry with this formula, charge and spin?

C42H38Cl2N9O2S4Ti

=====

> The lowest ⟨S²⟩ belongs to which entry?

C42H38N5O8ReS2Si